[1]
# C5H3N

A single C5H3N molecule (ωB97M-V/def2-TZVPD, the Open Molecules 2025 dataset).

As for the energy above the lowest of the compared OMol25 structures with the same formula, charge and spin: 2.032 eV. For the lowest unoccupied orbital energy (alpha / beta), the calculation gives 0.039 / -2.684 eV. Its total energy is -6714.6555 eV. Its expectation value of S² is 2.010. As for the molar mass: 77.086 u. Its multiplicity is 3. The HOMO energy (alpha / beta) is -6.349 / -10.592 eV.

Each line ends with the Löwdin charge.
Positions of all 9 atoms, in Å:
C -0.692 -0.610 -0.062  -0.014
C -0.991 -1.183 1.001  -0.185
C 0.121 -0.957 2.261  0.083
C 0.770 1.198 -0.903  0.034
C -0.209 0.232 -1.023  -0.194
N -0.858 -1.771 2.311  0.047
H 1.099 1.952 -1.649  0.073
H 1.338 1.109 0.052  0.073
H -0.578 0.028 -1.988  0.083

[2]
# C5H3NO

A single C5H3NO molecule (ωB97M-V/def2-TZVPD, the Open Molecules 2025 dataset).

As for the energy above the lowest of the compared OMol25 structures with the same formula, charge and spin: 0.010 eV. For the lowest unoccupied orbital energy, the calculation gives 0.783 eV. Its total energy is -8769.9962 eV. As for the molar mass: 93.085 u. Its SMILES is N#Cc1ccoc1. The HOMO energy is -9.677 eV.

Each line ends with the Löwdin charge.
Positions of all 10 atoms, in Å:
N -2.677 0.643 1.622  0.149
C -1.714 0.334 1.057  -0.172
C -0.527 0.005 0.339  -0.227
C 0.528 0.910 -0.019  -0.012
C 1.398 0.181 -0.750  -0.097
O 0.972 -1.110 -0.858  0.022
C -0.195 -1.203 -0.194  -0.054
H 0.599 1.954 0.246  0.120
H 2.303 0.449 -1.276  0.128
H -0.687 -2.164 -0.167  0.143

[3]
# C5H3NO

A single C5H3NO molecule (ωB97M-V/def2-TZVPD, the Open Molecules 2025 dataset).

As for the energy above the lowest of the compared OMol25 structures with the same formula, charge and spin: 4.048 eV. For the lowest unoccupied orbital energy, the calculation gives 0.060 eV. Its total energy is -8765.9585 eV. As for the molar mass: 93.085 u. Its SMILES is C#Cc1cnoc1. The HOMO energy is -10.003 eV.

Each line ends with the Löwdin charge.
Positions of all 10 atoms, in Å:
C 2.619 0.699 0.211  0.011
C 1.401 0.453 0.244  -0.097
C 0.046 0.096 0.153  -0.230
C -0.526 -1.212 0.125  -0.074
N -1.818 -1.165 -0.008  0.090
O -2.141 0.183 -0.064  -0.011
C -1.036 0.909 0.009  -0.039
H 2.600 0.217 -0.804  0.067
H -0.012 -2.165 0.173  0.133
H -1.134 1.985 -0.039  0.150